(1)
Entry from OMol25: a 17-piece molecular cluster, C35H99N5O40S9 overall in a non-equilibrium geometry (wB97M-V/def2-TZVPD).

Cartesian coordinates (Å):
C 7.0512 -11.3456 -11.2266
O 8.4831 -11.0441 -10.9806
H 6.5575 -11.8323 -10.3855
H 6.4251 -10.5031 -11.5205
H 6.8303 -12.1355 -11.9444
H 8.8443 -10.8584 -11.8505
C 3.5887 -3.7500 -16.5559
O 3.1259 -2.5702 -17.2610
H 4.6534 -3.8389 -16.3402
H 2.9665 -3.8891 -15.6719
H 3.3641 -4.6741 -17.0885
H 3.7500 -2.3510 -17.9568
C 9.8065 -4.7516 -20.9560
O 9.4138 -4.5863 -22.3483
H 9.1200 -4.0881 -20.4301
H 9.3851 -5.7058 -20.6398
H 10.8424 -4.6832 -20.6237
H 8.4540 -4.5999 -22.3388
O 15.0375 -15.1481 -11.9430
S 13.8767 -15.9475 -12.3120
O 13.4956 -17.0563 -11.4583
O 12.5188 -14.8974 -12.2972
C 12.6183 -13.5775 -12.6778
C 11.8422 -12.6601 -11.7344
C 13.9192 -16.4830 -14.0472
H 12.2286 -13.4987 -13.6927
H 13.6560 -13.2556 -12.7646
H 10.8706 -13.0848 -11.4822
H 11.5915 -11.6919 -12.1679
H 12.2939 -12.6129 -10.7435
H 12.8866 -16.3538 -14.3714
H 14.3180 -17.4964 -14.0920
H 14.5046 -15.8126 -14.6764
O 5.7901 -0.3888 -18.4034
S 6.1720 -1.7165 -18.8937
O 5.1594 -2.7209 -19.3148
O 7.1496 -1.4937 -20.2288
C 6.5449 -0.9161 -21.3405
C 6.9640 -1.8279 -22.5108
C 7.4373 -2.4855 -17.6953
H 6.8057 0.1183 -21.5643
H 5.4570 -0.8492 -21.3342
H 6.5065 -1.6141 -23.4767
H 6.7293 -2.8634 -22.2643
H 8.0066 -1.6044 -22.7371
H 6.9484 -2.6127 -16.7294
H 8.3115 -1.8351 -17.6684
H 7.7573 -3.4533 -18.0815
O 8.4257 -13.3116 -18.1592
S 8.5455 -12.1936 -17.1854
O 8.8699 -10.8786 -17.6695
O 7.1369 -12.1415 -16.2218
C 6.4693 -13.3417 -16.0569
C 5.3995 -12.9470 -15.0193
C 9.7976 -12.7956 -16.0405
H 7.0649 -14.1821 -15.7006
H 5.9358 -13.6401 -16.9594
H 5.7648 -13.0187 -13.9949
H 4.5969 -13.6823 -15.0775
H 4.9968 -11.9531 -15.2141
H 10.7653 -12.5551 -16.4809
H 9.6630 -13.8666 -15.8891
H 9.7594 -12.1896 -15.1353
O 10.0280 -16.4023 -14.2958
S 9.1895 -15.7312 -13.3324
O 8.9896 -14.2685 -13.3219
O 7.7760 -16.5646 -13.1798
C 6.7311 -15.8156 -12.5083
C 5.3655 -16.2081 -12.9551
C 9.7976 -16.2677 -11.7051
H 6.8487 -14.7334 -12.5635
H 6.7390 -15.9949 -11.4331
H 4.7016 -15.6314 -12.3111
H 5.1939 -17.2490 -12.6807
H 5.2519 -16.2758 -14.0371
H 9.5880 -15.4612 -11.0024
H 10.8613 -16.4909 -11.7878
H 9.3569 -17.2585 -11.5939
O 6.5752 -5.8094 -22.0260
S 5.8203 -6.4999 -21.0081
O 6.0013 -6.3332 -19.5292
O 4.2192 -6.2700 -21.3694
C 3.2861 -6.6768 -20.3695
C 2.6622 -5.4232 -19.7724
C 6.0521 -8.2718 -21.2892
H 3.7272 -7.2466 -19.5516
H 2.5414 -7.4150 -20.6671
H 3.4033 -4.7585 -19.3285
H 1.8170 -5.5511 -19.0962
H 2.1833 -4.9329 -20.6200
H 6.7208 -8.4746 -22.1258
H 5.1632 -8.9023 -21.2647
H 6.5920 -8.4809 -20.3657
O 11.4872 -4.4102 -8.8505
S 12.2017 -5.6862 -8.8149
O 12.9625 -6.0956 -7.6399
O 11.1141 -6.8962 -9.1950
C 11.4510 -8.3002 -9.1236
C 11.6565 -8.8953 -10.5820
C 13.2840 -5.6265 -10.2454
H 10.6471 -8.8069 -8.5896
H 12.4285 -8.4012 -8.6521
H 12.3380 -8.2056 -11.0799
H 10.7240 -8.8173 -11.1409
H 11.9626 -9.9407 -10.6201
H 14.0750 -4.8986 -10.0645
H 12.7272 -5.4323 -11.1621
H 13.7461 -6.6117 -10.3080
O 2.8040 -10.8036 -12.9659
S 2.7142 -10.1023 -11.6844
O 1.3790 -9.6399 -11.1968
O 3.4740 -10.9936 -10.4888
C 3.5647 -10.3921 -9.2016
C 3.7149 -11.4991 -8.1490
C 3.7635 -8.6111 -11.7865
H 2.6540 -9.8294 -8.9964
H 4.4031 -9.6955 -9.1976
H 3.6232 -11.0718 -7.1505
H 4.6241 -12.0848 -8.2849
H 2.8899 -12.2062 -8.2356
H 3.8192 -8.4229 -10.7144
H 3.1177 -8.0260 -12.4413
H 4.6655 -8.7873 -12.3726
O 5.9447 -3.7821 -12.7978
S 7.0100 -4.4129 -12.0817
O 7.5901 -3.8019 -10.8748
O 6.5642 -6.0137 -11.7572
C 7.4766 -7.0342 -11.2642
C 7.1737 -7.2797 -9.7335
C 8.3128 -4.7129 -13.2763
H 8.4833 -6.7402 -11.5612
H 7.1408 -7.9330 -11.7814
H 8.0217 -7.1055 -9.0712
H 6.8609 -8.3220 -9.7958
H 6.4126 -6.6281 -9.3041
H 8.5936 -3.8392 -13.8645
H 8.0355 -5.3579 -14.1100
H 9.2421 -5.0354 -12.8065
O 11.0674 -6.0956 -15.0926
S 10.8222 -4.9943 -15.9222
O 9.5062 -4.6563 -16.4996
O 11.3668 -3.6685 -15.0421
C 10.8606 -2.4379 -15.4134
C 11.3989 -1.3371 -14.4553
C 12.0804 -4.7606 -17.2219
H 9.7925 -2.2446 -15.3142
H 11.1794 -2.1372 -16.4115
H 12.4720 -1.1485 -14.4238
H 11.2153 -1.7818 -13.4772
H 10.8387 -0.4055 -14.3749
H 11.9133 -5.5613 -17.9423
H 13.0988 -4.8253 -16.8389
H 11.8373 -3.8222 -17.7203
C 11.4495 -8.8227 -15.7196
N 11.5522 -9.2346 -14.3038
O 11.2618 -10.3687 -13.9635
O 12.0916 -8.3984 -13.5981
H 12.3080 -8.2228 -16.0216
H 10.5221 -8.3001 -15.9543
H 11.5047 -9.7533 -16.2844
C 7.0900 -8.6115 -16.1223
N 7.8984 -8.8394 -14.8899
O 8.3181 -7.8420 -14.2891
O 8.1127 -10.0268 -14.6531
H 7.9345 -8.4772 -16.7983
H 6.6040 -7.6381 -16.0567
H 6.4945 -9.4997 -16.3337
C 11.4715 -10.5740 -20.5696
N 11.6989 -9.8689 -19.2417
O 12.2411 -10.5405 -18.3993
O 11.4115 -8.6567 -19.2706
H 10.4725 -10.3161 -20.9211
H 11.3860 -11.6055 -20.2278
H 12.1971 -10.3330 -21.3466
C 3.6544 -13.4092 -19.3318
N 4.6566 -12.2965 -19.3265
O 4.2239 -11.1416 -19.2389
O 5.8710 -12.5365 -19.2285
H 4.1967 -14.3374 -19.5119
H 2.8332 -13.2446 -20.0293
H 3.2957 -13.3286 -18.3057
C 1.5771 -9.6393 -16.0340
N 1.0851 -9.1473 -17.3751
O 1.1744 -9.9094 -18.3056
O 0.9749 -7.9120 -17.5470
H 1.7741 -10.7087 -15.9592
H 0.7308 -9.4414 -15.3761
H 2.3991 -9.0940 -15.5702

Computed properties:
2S+1 = 1
E_tot = -224742.3644 eV
E_HOMO = -9.58 eV
strongest force on any atom = 5.00 eV/Å
frontier orbital gap = 9.09 eV

***

(2)
Entry from OMol25: a 2-piece molecular cluster, C3H9NO2 overall in a non-equilibrium geometry (wB97M-V/def2-TZVPD).

Cartesian coordinates (Å):
C 0.6157 -1.4456 2.7011
C 0.6695 -0.8271 1.3448
N 1.6628 -1.2209 0.5190
O -0.1135 0.0511 1.0269
H -0.3354 -1.9747 2.8023
H 0.6428 -0.7018 3.5011
H 1.3223 -2.2734 2.8530
H 1.7285 -0.8460 -0.4116
H 2.1884 -2.0667 0.6601
C -1.0955 2.0659 -2.3891
O -1.8902 1.0495 -2.9825
H -0.2569 1.5859 -1.8814
H -1.6717 2.6853 -1.7075
H -0.6394 2.6810 -3.1737
H -2.8273 1.2376 -2.8625

Computed properties:
2S+1 = 1
E_tot = -8841.9317 eV
E_HOMO = -9.78 eV
strongest force on any atom = 1.56 eV/Å
energy relative to the best compared isomer or geometry (same formula, charge and spin) = 98.8 kJ/mol
frontier orbital gap = 10.65 eV
SMILES = CC(N)=O.CO

***

(3)
Entry from OMol25: C67H81N5O4PRbS as an isolated structure (wB97M-V/def2-TZVPD).

Cartesian coordinates (Å):
Rb -0.2314 -0.2233 1.0592
C -0.3365 -2.4231 4.6758
N -1.2204 -1.8983 3.6502
C -1.7391 -0.5884 4.0183
C -2.2723 -2.8597 3.3990
C -3.2903 -2.4738 2.3443
N -2.7973 -2.1147 1.0182
C -4.0066 -1.9637 0.2110
C -4.0509 -1.2600 -1.1320
C -5.2085 -1.5237 -1.8541
C -5.5257 -0.8885 -3.0455
C -4.5604 -0.0033 -3.5326
C -3.3809 0.2864 -2.8706
C -3.1195 -0.2689 -1.5577
O -2.1361 0.0989 -0.8291
C -2.3518 1.2254 -3.4959
C -2.2362 2.4987 -2.6459
C -1.0025 0.4947 -3.5788
C -2.7213 1.6526 -4.9189
C -6.8463 -1.0764 -3.7887
C -7.6237 0.2496 -3.7878
C -7.7278 -2.1407 -3.1336
C -6.6051 -1.4992 -5.2447
C -1.8784 -3.1679 0.5468
C -1.2517 -3.0464 -0.8244
C -1.9229 -3.5200 -1.9365
C -1.3423 -3.5753 -3.2002
C -0.0288 -3.1243 -3.2991
C 0.7102 -2.6620 -2.2189
C 0.1191 -2.6317 -0.9139
O 0.7872 -2.2876 0.1367
C 2.1656 -2.2156 -2.3968
C 2.6344 -2.2820 -3.8524
C 2.3266 -0.7590 -1.9366
C 3.0933 -3.1171 -1.5667
C -2.1189 -4.1408 -4.3857
C -1.3090 -4.1073 -5.6835
C -2.4965 -5.6038 -4.1057
C -3.3997 -3.3317 -4.6077
H -0.8860 -2.6442 5.6109
H 0.4506 -1.7080 4.8976
H 0.1130 -3.3540 4.3211
H -2.4730 -0.6481 4.8429
H -2.2285 -0.1244 3.1582
H -0.9119 0.0426 4.3413
H -2.8523 -3.0395 4.3289
H -1.8023 -3.8108 3.1396
H -3.8896 -1.6380 2.7150
H -3.9819 -3.3406 2.2720
H -4.7148 -1.4274 0.8542
H -4.4509 -2.9711 0.0681
H -5.8922 -2.2586 -1.4359
H -4.7477 0.4742 -4.4878
H -1.9553 2.2457 -1.6250
H -3.2001 3.0157 -2.6234
H -1.4920 3.1826 -3.0692
H -0.6885 0.1704 -2.5878
H -0.2383 1.1462 -4.0218
H -1.0934 -0.3985 -4.2032
H -3.6447 2.2372 -4.9435
H -2.8383 0.7909 -5.5817
H -1.9197 2.2809 -5.3184
H -7.8100 0.5762 -2.7626
H -8.5853 0.1418 -4.3030
H -7.0525 1.0345 -4.2865
H -7.9788 -1.8703 -2.1061
H -7.2281 -3.1118 -3.1178
H -8.6607 -2.2456 -3.6957
H -5.9953 -0.7650 -5.7735
H -7.5559 -1.6012 -5.7799
H -6.0809 -2.4547 -5.2808
H -2.4078 -4.1419 0.6000
H -1.0462 -3.1845 1.2513
H -2.9440 -3.8691 -1.8012
H 0.4455 -3.1413 -4.2697
H 2.0231 -1.6489 -4.5008
H 2.6088 -3.3031 -4.2420
H 3.6678 -1.9268 -3.9094
H 1.7362 -0.0957 -2.5755
H 3.3762 -0.4508 -1.9848
H 1.9758 -0.6660 -0.9116
H 3.0410 -4.1465 -1.9332
H 2.7864 -3.1010 -0.5221
H 4.1311 -2.7735 -1.6456
H -0.3962 -4.7025 -5.6040
H -1.0300 -3.0852 -5.9485
H -1.9111 -4.5165 -6.5003
H -1.5974 -6.2054 -3.9515
H -3.0625 -6.0271 -4.9432
H -3.1089 -5.6819 -3.2060
H -3.1660 -2.2861 -4.8203
H -4.0336 -3.3315 -3.7199
H -3.9717 -3.7441 -5.4468
O 1.9245 2.5397 6.0132
S 1.7207 1.5823 4.9326
O 1.1743 0.3073 5.3455
N 0.9311 2.1006 3.6878
C 1.2841 3.3676 3.0698
C 1.5522 4.5010 4.0441
C 2.2673 5.5462 3.6620
C 1.4967 6.0710 1.2676
C 1.2288 5.0210 0.2209
C 1.6895 5.0877 -1.0734
C 1.4554 4.0178 -1.9347
C 0.7776 2.9219 -1.4450
N 0.3176 2.8534 -0.1910
C 0.5205 3.8771 0.6149
C 4.3872 0.6384 5.3000
C 4.7466 1.5582 6.4008
C 5.9435 1.5463 7.0054
C 7.0588 0.7714 6.4890
C 6.9077 0.0114 5.3959
C 5.5899 -0.2308 4.8119
H 1.1361 4.4089 5.0357
H 2.4582 6.3830 4.3245
H 1.7972 6.9968 0.7732
H 2.2437 5.9589 -1.4080
H 1.8009 4.0343 -2.9603
H 0.5863 2.0545 -2.0624
H 3.9819 2.2686 6.6867
H 6.1289 2.2289 7.8266
H 8.0413 0.9186 6.9219
H 7.7699 -0.4169 4.8971
H 5.5615 -0.5475 3.7763
N -1.1059 2.8776 2.1493
C 0.0051 3.8002 2.0567
C -0.4778 5.2005 2.4002
C 0.2010 6.2714 2.0194
C 2.7148 5.6192 2.2265
C 3.2287 4.2511 1.8239
C 2.5336 3.1806 2.1913
P 2.7166 1.4843 1.5362
C 4.3626 1.6932 0.7220
C 4.3951 1.9427 -0.6482
C 5.5995 2.1396 -1.3106
C 6.7960 2.0789 -0.6099
C 6.7790 1.8226 0.7554
C 5.5717 1.6340 1.4138
C 3.1673 0.4831 3.0000
C 3.4175 1.2203 4.2819
C 4.4661 -0.8258 5.6365
C 3.6699 -1.9008 5.0150
C 3.0984 -1.9181 3.8111
C 2.9852 -0.8358 2.8392
H -0.9577 2.2916 2.9703
H -1.1133 2.2653 1.3382
H -1.4065 5.2573 2.9535
H -0.1241 7.2751 2.2668
H 3.5044 6.3625 2.1061
H 4.0947 4.1845 1.1756
H 3.4630 1.9751 -1.2006
H 5.6034 2.3260 -2.3779
H 7.7378 2.2229 -1.1259
H 7.7080 1.7712 1.3110
H 5.5736 1.4422 2.4807
H 3.7859 2.2237 4.0431
H 4.7245 -1.0021 6.6743
H 3.6097 -2.8061 5.6105
H 2.6269 -2.8429 3.4976
H 2.6360 -1.1688 1.8619

Computed properties:
total charge = -2
2S+1 = 1
E_tot = -107214.1563 eV
E_HOMO = -1.60 eV
strongest force on any atom = 0.97 eV/Å
energy relative to the best compared isomer or geometry (same formula, charge and spin) = 477.5 kJ/mol
frontier orbital gap = 5.16 eV

***

(4)
Entry from OMol25: a 2-piece molecular cluster, C3H10N2O2 overall in a non-equilibrium geometry (wB97M-V/def2-TZVPD).

Cartesian coordinates (Å):
C 0.4330 1.5636 -1.0574
N 0.2984 0.5995 0.0242
C 0.3971 1.0348 1.3237
O 0.6664 2.1746 1.6260
C -0.0473 0.0090 2.3915
N 0.4354 -1.3378 2.2198
H -0.2579 1.2834 -1.8629
H 0.3452 2.5729 -0.6710
H 1.4216 1.4874 -1.5287
H 0.4557 -0.3928 -0.0819
H -1.1317 0.0125 2.2957
H 0.2401 0.4876 3.3233
H -0.1339 -1.9873 1.7070
H 1.4284 -1.3920 2.0264
O -1.2588 -2.0866 -4.2413
H -1.9453 -2.6716 -3.8813
H -1.3462 -1.3572 -3.6130

Computed properties:
2S+1 = 1
E_tot = -10348.2967 eV
E_HOMO = -9.15 eV
strongest force on any atom = 1.67 eV/Å
energy relative to the best compared isomer or geometry (same formula, charge and spin) = 114.9 kJ/mol
frontier orbital gap = 9.48 eV
SMILES = CNC(=O)CN.O

***

Among the records above, which one has the lowest E_tot? C35H99N5O40S9